C7H14Cl8O3 | wB97M-V/def2-TZVPD

Structure (XYZ):
```
32
Properties=species:S:1:pos:R:3
C -1.24052 0.19836 2.84680
O 0.11320 -0.17482 3.15011
C 1.27478 0.31805 2.55900
O 1.35474 1.09385 1.61025
O 2.33979 -0.12304 3.15835
C 3.64749 0.48195 2.91093
H -1.44297 1.26729 2.91381
H -1.90601 -0.38003 3.48765
H -1.62577 -0.07847 1.86544
H 4.42427 -0.24392 3.15143
H 3.94867 1.33130 3.52411
H 3.87340 0.72681 1.87309
C -3.60423 0.50798 -0.81189
Cl -4.12265 1.36830 -2.26268
Cl -2.77898 1.74711 0.19272
H -4.57112 0.10542 -0.50995
H -2.96498 -0.27453 -1.22073
C -1.99907 -4.48812 -3.05920
Cl -1.93336 -5.57200 -4.45010
Cl -3.61061 -3.86611 -2.82073
H -1.64935 -4.99213 -2.15822
H -1.29552 -3.68299 -3.27106
C 0.15799 0.15618 -1.42623
Cl -0.09485 1.35272 -2.74345
Cl 0.13286 -1.45982 -1.92184
H 1.07935 0.32697 -0.86942
H -0.65926 0.17335 -0.70519
C 2.61152 2.81669 -0.90857
Cl 3.27461 1.66465 -2.04206
Cl 2.24793 4.42816 -1.51056
H 1.71115 2.37777 -0.47870
H 3.30738 2.89308 -0.07308
```

Output
- Calculated total energy: -4181.93619 Ha
- ⟨S²⟩: 0.7533
- HOMO-LUMO gap (spin up / spin down): 0.37631 / 0.09503 Ha
- HOMO (spin up / spin down): -12.99 / -12.99 eV
- Net charge: +1
- Multiplicity: 2